[1]
Molecular formula: C32H75F9N7O6
Method: DFT, ωB97M-V with the def2-TZVPD basis set

Cartesian coordinates (Å):
F (1.285, -1.242, 3.837)
C (1.156, -0.829, 2.570)
F (2.364, -0.547, 2.075)
F (0.403, 0.288, 2.549)
C (0.448, -1.949, 1.757)
F (-0.861, -1.891, 2.050)
F (0.936, -3.131, 2.174)
C (0.642, -1.912, 0.223)
F (0.068, -3.039, -0.242)
F (1.952, -1.885, -0.093)
C (0.021, -0.761, -0.598)
F (0.216, -1.131, -1.903)
F (-1.310, -0.700, -0.418)
C (0.750, 0.581, -0.456)
C (-0.177, 1.736, -0.110)
C (0.834, 2.898, -0.205)
C (1.590, 2.497, -1.522)
N (1.263, 1.037, -1.784)
H (1.627, 0.585, 0.175)
H (-0.668, 1.627, 0.838)
H (-0.854, 1.963, -0.924)
H (1.586, 2.901, 0.570)
H (0.410, 3.861, -0.406)
H (1.090, 3.030, -2.319)
H (2.639, 2.726, -1.562)
H (0.471, 1.061, -2.411)
H (2.042, 0.452, -2.141)
C (1.339, -7.332, 3.399)
C (1.521, -7.936, 4.789)
C (1.153, -6.985, 5.935)
O (2.104, -5.972, 6.198)
C (2.046, -4.853, 5.339)
N (2.889, -8.448, 4.907)
H (2.153, -6.657, 3.138)
H (1.326, -8.122, 2.648)
H (0.398, -6.782, 3.326)
H (0.841, -8.790, 4.863)
H (1.099, -7.571, 6.855)
H (0.159, -6.542, 5.781)
H (1.018, -4.627, 5.038)
H (2.665, -5.006, 4.450)
H (2.446, -3.996, 5.881)
H (2.983, -8.965, 5.776)
H (3.510, -7.652, 5.020)
C (-4.164, 4.148, -0.241)
C (-3.078, 5.100, -0.732)
C (-3.582, 6.218, -1.651)
O (-3.884, 5.804, -2.967)
C (-5.154, 5.199, -3.143)
N (-2.012, 4.318, -1.379)
H (-4.459, 3.432, -1.008)
H (-3.804, 3.572, 0.612)
H (-5.053, 4.694, 0.075)
H (-2.650, 5.585, 0.150)
H (-2.784, 6.956, -1.757)
H (-4.437, 6.742, -1.206)
H (-5.907, 5.648, -2.490)
H (-5.114, 4.121, -2.968)
H (-5.453, 5.360, -4.178)
H (-1.245, 4.947, -1.604)
H (-2.365, 4.037, -2.291)
C (4.157, -2.022, -2.154)
C (3.118, -1.606, -3.188)
C (3.379, -2.120, -4.605)
O (4.398, -1.424, -5.284)
C (5.727, -1.823, -4.985)
N (2.979, -0.129, -3.171)
H (5.075, -1.442, -2.236)
H (3.748, -1.828, -1.173)
H (4.411, -3.079, -2.225)
H (2.160, -2.025, -2.872)
H (2.473, -1.951, -5.194)
H (3.567, -3.200, -4.613)
H (5.790, -2.898, -4.797)
H (6.126, -1.275, -4.129)
H (6.342, -1.583, -5.850)
H (2.212, 0.124, -3.791)
H (3.798, 0.259, -3.634)
C (-5.815, 11.999, -2.396)
C (-5.907, 10.702, -1.598)
C (-4.725, 10.467, -0.647)
O (-3.527, 10.053, -1.277)
C (-2.760, 11.092, -1.858)
N (-6.100, 9.583, -2.527)
H (-5.123, 11.916, -3.233)
H (-6.789, 12.249, -2.814)
H (-5.496, 12.831, -1.766)
H (-6.800, 10.768, -0.971)
H (-4.994, 9.647, 0.025)
H (-4.538, 11.347, -0.018)
H (-2.825, 12.014, -1.275)
H (-3.066, 11.288, -2.888)
H (-1.721, 10.763, -1.876)
H (-6.289, 8.736, -1.999)
H (-5.211, 9.402, -2.986)
C (-1.025, -8.058, 10.524)
C (-1.111, -9.484, 11.061)
C (-0.011, -10.416, 10.535)
O (-0.189, -10.853, 9.201)
C (0.210, -9.934, 8.207)
N (-2.455, -10.008, 10.804)
H (-1.408, -7.982, 9.507)
H (-1.625, -7.391, 11.141)
H (0.003, -7.691, 10.533)
H (-0.979, -9.431, 12.146)
H (-0.021, -11.327, 11.138)
H (0.983, -9.963, 10.655)
H (1.085, -9.356, 8.522)
H (-0.606, -9.254, 7.944)
H (0.470, -10.503, 7.314)
H (-2.562, -10.905, 11.269)
H (-2.518, -10.230, 9.815)
C (1.932, 1.603, -9.510)
C (2.117, 0.629, -8.351)
C (1.737, 1.210, -6.980)
O (2.671, 2.111, -6.414)
C (2.608, 3.437, -6.911)
N (3.485, 0.109, -8.379)
H (2.743, 2.329, -9.566)
H (1.926, 1.061, -10.454)
H (0.989, 2.148, -9.428)
H (1.440, -0.213, -8.522)
H (1.682, 0.377, -6.270)
H (0.740, 1.673, -7.012)
H (1.580, 3.730, -7.144)
H (3.233, 3.561, -7.797)
H (2.992, 4.098, -6.135)
H (3.572, -0.622, -7.677)
H (4.107, 0.842, -8.050)

Output
total charge: +1
2S+1: 1
energy above the lowest of the compared OMol25 structures with the same formula, charge and spin: 0.0 kJ/mol

Mulliken atomic charge list, values in e, 99 entries:
1 F -0.2443
2 C 0.6111
3 F -0.2217
4 F -0.2333
5 C 0.5947
6 F -0.2720
7 F -0.2543
8 C 0.5125
9 F -0.3243
10 F -0.2080
11 C 0.7742
12 F -0.3215
13 F -0.2982
14 C -0.7039
15 C -0.7722
16 C -0.8336
17 C -0.7828
18 N -0.1700
19 H 0.5541
20 H 0.6761
21 H 0.3062
22 H 0.3934
23 H 0.3645
24 H 0.4928
25 H 0.3675
26 H 0.5437
27 H 0.3932
28 C -1.4864
29 C 0.4335
30 C -0.2973
31 O -0.4821
32 C -0.7123
33 N -0.7029
34 H 0.2665
35 H 0.4053
36 H 0.3203
37 H 0.3433
38 H -0.0146
39 H 0.4096
40 H 0.3149
41 H 0.2487
42 H 0.3451
43 H 0.2895
44 H 0.3110
45 C -1.5733
46 C 0.0609
47 C -0.3593
48 O -0.4046
49 C -0.6662
50 N -0.3633
51 H 0.3458
52 H 0.3589
53 H 0.3820
54 H 0.3438
55 H 0.2808
56 H 0.2967
57 H 0.2843
58 H 0.2413
59 H 0.2784
60 H 0.2652
61 H 0.2699
62 C -1.5550
63 C 0.8389
64 C -1.0155
65 O -0.2695
66 C -0.7571
67 N -0.5080
68 H 0.3619
69 H 0.2611
70 H 0.4091
71 H -0.0189
72 H 0.3888
73 H 0.4991
74 H 0.3432
75 H 0.2458
76 H 0.2559
77 H 0.1648
78 H 0.3519
79 C -1.4602
80 C 0.3903
81 C -0.7626
82 O -0.3059
83 C -0.7360
84 N -0.7087
85 H 0.2802
86 H 0.3707
87 H 0.3574
88 H 0.3917
89 H 0.3401
90 H 0.4477
91 H 0.3327
92 H 0.2682
93 H 0.2371
94 H 0.2351
95 H 0.3363
96 C -1.3702
97 C 0.3630
98 C -0.7091
99 O -0.4395

=====

[2]
Molecular formula: C32H75InN2O2P
Method: DFT, ωB97M-V with the def2-TZVPD basis set

Cartesian coordinates (Å):
C (-0.630, -4.007, 2.205)
C (0.156, -2.758, 1.764)
C (1.403, -3.113, 0.967)
C (2.083, -1.887, 0.353)
O (1.186, -1.161, -0.431)
In (1.621, 0.906, -0.444)
C (3.780, 1.167, -0.900)
C (4.245, 0.670, -2.277)
C (3.496, -0.528, -2.861)
C (0.380, 1.784, -2.070)
C (0.004, 3.269, -1.864)
C (-1.475, 3.581, -2.105)
C (-2.391, 2.998, -1.016)
C (-3.112, 1.703, -1.387)
C (-3.730, 0.985, -0.167)
C (-5.231, 0.654, -0.285)
C (-5.562, -0.809, 0.064)
C (-5.520, -1.752, -1.155)
C (-4.444, -2.829, -1.023)
O (-3.155, -2.265, -1.202)
C (-2.642, -2.400, -2.502)
P (1.035, 1.671, 1.918)
C (-0.692, 1.088, 2.260)
C (0.789, 3.509, 1.938)
H (0.045, -4.859, 2.301)
H (-1.379, -4.255, 1.454)
H (-1.131, -3.843, 3.158)
H (-0.475, -2.147, 1.122)
H (0.458, -2.169, 2.631)
H (1.152, -3.799, 0.153)
H (2.120, -3.603, 1.635)
H (2.937, -2.251, -0.243)
H (2.515, -1.281, 1.167)
H (4.388, 0.745, -0.097)
H (3.956, 2.247, -0.852)
H (5.299, 0.366, -2.199)
H (4.230, 1.479, -3.012)
H (2.417, -0.388, -2.858)
H (3.747, -1.447, -2.334)
H (3.801, -0.678, -3.903)
H (0.923, 1.679, -3.013)
H (-0.508, 1.160, -2.169)
H (0.226, 3.572, -0.838)
H (0.612, 3.883, -2.531)
H (-1.598, 4.670, -2.109)
H (-1.777, 3.237, -3.098)
H (-3.157, 3.739, -0.766)
H (-1.803, 2.848, -0.109)
H (-3.894, 1.943, -2.113)
H (-2.427, 1.020, -1.885)
H (-3.574, 1.623, 0.703)
H (-3.189, 0.056, 0.004)
H (-5.584, 0.859, -1.297)
H (-5.803, 1.314, 0.369)
H (-4.828, -1.161, 0.789)
H (-6.548, -0.851, 0.526)
H (-5.271, -1.173, -2.045)
H (-6.478, -2.245, -1.321)
H (-4.616, -3.631, -1.746)
H (-4.447, -3.242, -0.015)
H (-1.698, -1.862, -2.537)
H (-3.318, -1.969, -3.248)
H (-2.448, -3.449, -2.745)
H (-1.418, 1.553, 1.590)
H (-0.733, 0.014, 2.094)
H (-0.960, 1.311, 3.293)
H (-0.094, 3.858, 1.400)
H (0.697, 3.849, 2.973)
H (1.681, 3.980, 1.526)
C (10.998, 0.109, -5.293)
C (10.061, 1.090, -4.606)
N (8.672, 0.678, -4.647)
C (7.745, 1.725, -4.251)
C (7.808, 2.238, -2.809)
C (8.390, -0.646, -4.118)
C (8.782, -0.938, -2.663)
H (10.678, -0.079, -6.318)
H (12.009, 0.520, -5.318)
H (11.049, -0.846, -4.768)
H (10.126, 2.051, -5.124)
H (10.426, 1.269, -3.581)
H (6.731, 1.369, -4.453)
H (7.902, 2.572, -4.928)
H (7.387, 1.520, -2.107)
H (7.217, 3.151, -2.721)
H (8.825, 2.477, -2.495)
H (8.885, -1.379, -4.760)
H (7.321, -0.830, -4.245)
H (9.782, -0.570, -2.427)
H (8.782, -2.017, -2.493)
H (8.082, -0.500, -1.953)
C (-4.673, 0.325, 3.825)
C (-6.121, 0.227, 4.275)
N (-6.512, -1.119, 4.659)
C (-7.944, -1.283, 4.819)
C (-8.643, -0.507, 5.943)
C (-5.679, -1.752, 5.664)
C (-5.526, -1.048, 7.020)
H (-4.469, -0.380, 3.018)
H (-4.468, 1.330, 3.454)
H (-3.970, 0.132, 4.635)
H (-6.764, 0.522, 3.440)
H (-6.297, 0.965, 5.074)
H (-8.150, -2.350, 4.943)
H (-8.408, -1.000, 3.869)
H (-8.436, -0.932, 6.925)
H (-9.725, -0.543, 5.796)
H (-8.350, 0.543, 5.956)
H (-4.683, -1.889, 5.237)
H (-6.062, -2.764, 5.823)
H (-5.350, 0.022, 6.903)
H (-4.669, -1.462, 7.554)
H (-6.400, -1.181, 7.657)

Output
total charge: -1
2S+1: 1

Mulliken atomic charge list, values in e, 99 entries:
1 C -1.4003
2 C 0.7797
3 C -1.0590
4 C -0.2584
5 O -0.4664
6 In 0.2388
7 C -1.1075
8 C 0.7279
9 C -1.1914
10 C -0.4965
11 C -0.3402
12 C -1.2405
13 C 0.3491
14 C -0.5761
15 C 0.5298
16 C -1.2112
17 C -0.0941
18 C -0.6750
19 C -0.9182
20 O -0.0184
21 C -0.8011
22 P 0.2520
23 C -0.0220
24 C -1.0630
25 H 0.3856
26 H 0.2471
27 H 0.3517
28 H -0.3208
29 H 0.2110
30 H 0.3090
31 H 0.3404
32 H 0.0258
33 H 0.3425
34 H 0.4250
35 H 0.3961
36 H -0.6021
37 H 0.2506
38 H 0.1735
39 H 0.2312
40 H 0.4363
41 H 0.4869
42 H -0.1812
43 H -0.0257
44 H 0.4475
45 H 0.3816
46 H 0.3304
47 H 0.4749
48 H -0.5084
49 H 0.3403
50 H -0.0824
51 H 0.1366
52 H -0.1471
53 H 0.4890
54 H 0.3811
55 H 0.0305
56 H 0.3449
57 H 0.2842
58 H 0.3888
59 H 0.4361
60 H 0.3481
61 H 0.1136
62 H 0.3296
63 H 0.3295
64 H -0.4178
65 H -0.1737
66 H 0.4252
67 H 0.2496
68 H 0.4070
69 H 0.2731
70 C -1.4282
71 C -0.3342
72 N 0.0940
73 C -0.7327
74 C -0.9495
75 C -0.6842
76 C -0.9669
77 H 0.3333
78 H 0.4355
79 H 0.2903
80 H 0.4464
81 H 0.2581
82 H 0.4017
83 H 0.3867
84 H 0.0703
85 H 0.3893
86 H 0.3743
87 H 0.3864
88 H 0.3352
89 H 0.2621
90 H 0.3746
91 H 0.2423
92 C -1.4113
93 C -0.5106
94 N 0.1741
95 C -0.6877
96 C -1.0083
97 C -0.6836
98 C -1.0081
99 H 0.2358

=====

no.,Kohn-Sham gap (eV),HOMO (eV),LUMO energy (eV)
1,7.601,-10.17,-2.57
2,6.093,-3.65,2.44